A structure of composition C56H35ClI4N5OPt, computed with ωB97M-V/def2-TZVPD.

ΔE to the lowest compared entry with this formula, charge and spin in kcal/mol: 19.9
Molar mass in g mol⁻¹: 1532.1
Calculated total energy in hartree: -4274.2902
HOMO-LUMO gap (alpha / beta) in eV: 5.4 / 5.4

Geometry as ORCA input:
```
! wB97M-V def2-TZVPD RIJCOSX def2/J DEFGRID3
* xyz 0 2
Pt -0.144 -0.255 0.014
I -3.555 7.647 -4.035
C -3.155 5.768 -3.229
C -3.488 4.627 -3.944
C -3.160 3.378 -3.429
C -2.522 3.249 -2.196
C -2.251 4.410 -1.472
C -2.546 5.669 -1.986
C -2.053 1.942 -1.641
C -1.234 1.136 -2.412
C -0.928 1.255 -3.828
C -0.131 0.224 -4.155
C 0.132 -0.523 -2.932
C 1.058 -1.574 -2.781
C 1.176 -2.626 -3.821
C 0.272 -2.698 -4.882
C 0.377 -3.670 -5.869
C 1.386 -4.614 -5.795
I 1.566 -6.064 -7.275
C 2.253 -4.617 -4.716
C 2.134 -3.640 -3.736
C 1.938 -1.536 -1.677
N 1.566 -1.168 -0.437
C 2.685 -1.138 0.369
C 2.637 -0.910 1.732
C 3.895 -0.659 2.493
C 3.988 0.530 3.214
C 5.184 0.917 3.809
C 6.294 0.093 3.699
I 8.128 0.722 4.465
C 6.203 -1.136 3.060
C 5.003 -1.503 2.461
C 1.435 -0.814 2.460
C 1.274 -1.016 3.884
C -0.047 -0.910 4.154
C -0.707 -0.576 2.910
N 0.224 -0.582 1.921
C -2.005 -0.080 2.768
C -2.453 0.652 1.665
C -3.604 1.529 1.600
C -3.555 2.163 0.406
C -2.407 1.643 -0.309
N -1.788 0.735 0.479
C -2.934 -0.247 3.931
C -3.546 -1.478 4.141
C -4.448 -1.658 5.186
C -4.728 -0.594 6.030
I -6.069 -0.856 7.607
C -4.124 0.641 5.845
C -3.231 0.809 4.791
C 3.835 -1.453 -0.454
C 3.378 -1.734 -1.691
N -0.534 0.063 -1.914
H -4.009 4.706 -4.891
H -3.434 2.487 -3.986
H -1.762 4.331 -0.504
H -2.295 6.563 -1.423
H -1.256 2.038 -4.495
H 0.315 0.023 -5.122
H -0.550 -1.995 -4.932
H -0.337 -3.695 -6.683
H 3.014 -5.382 -4.628
H 2.791 -3.686 -2.880
H 3.119 1.181 3.270
H 5.249 1.856 4.343
H 7.054 -1.804 3.026
H 4.920 -2.478 1.991
H 2.076 -1.237 4.579
H -0.538 -1.014 5.113
H -4.336 1.665 2.385
H -4.249 2.901 0.022
H -3.323 -2.302 3.471
H -4.928 -2.617 5.332
H -4.345 1.467 6.511
H -2.746 1.769 4.640
H 4.868 -1.455 -0.139
H 3.972 -1.988 -2.560
O 1.261 2.005 1.196
N 1.329 3.168 0.713
C 0.586 4.205 1.231
C 0.709 5.464 0.752
C 1.676 5.746 -0.300
C 2.365 4.753 -0.869
C 2.085 3.310 -0.549
H -0.049 3.932 2.060
H 0.122 6.258 1.199
H 1.853 6.774 -0.597
H 3.119 4.941 -1.625
H 3.003 2.739 -0.427
Cl 2.357 3.822 -7.429
C 2.065 3.507 -5.741
C 1.079 4.217 -5.075
C 0.826 3.934 -3.736
C 1.541 2.946 -3.063
C 1.215 2.602 -1.633
C 2.537 2.260 -3.753
C 2.808 2.538 -5.089
H 0.506 4.973 -5.600
H 0.039 4.479 -3.215
H 0.176 2.877 -1.427
H 1.319 1.529 -1.474
H 3.106 1.485 -3.241
H 3.586 2.006 -5.622
*
```

Atomic partial charges in e from the Mulliken method, atoms 1 to 5:
1 Pt 1.345
2 I 0.097
3 C -0.217
4 C -0.930
5 C -0.200